Record 1
# C4H9NO

2 unconnected molecules or ions with the total composition C4H9NO at a distorted geometry (ωB97M-V/def2-TZVPD, OMol25).

The energy above the lowest of the compared OMol25 structures with the same formula, charge and spin comes out at 44.4 kcal/mol. Its highest occupied orbital energy is -8.832 eV. The molecular weight is 87.12 g mol⁻¹. Its calculated total energy is -287.761774 hartree. The calculation puts the HOMO-LUMO gap at 9.842 eV. The calculation puts the strongest force on any atom at 1.05 eV/Å. Its structure (SMILES) is C=C=O.CCN.

Structure (XYZ):
```
15
C4H9NO (ωB97M-V/def2-TZVPD)
C 1.3556 -1.5359 1.0426
C 2.0049 -0.8391 0.1310
O 2.6729 -0.3484 -0.6967
H 0.5311 -1.0954 1.5817
H 1.6968 -2.5435 1.2433
C -1.7594 -0.0156 -0.1381
C -0.6474 0.7435 -0.8499
N 0.3804 1.1533 0.1097
H -2.5966 -0.2081 -0.8155
H -2.1437 0.5656 0.7096
H -1.3931 -0.9735 0.2426
H -0.1674 0.0886 -1.5882
H -1.0745 1.5933 -1.4063
H 1.1005 1.7029 -0.3506
H -0.0275 1.7361 0.8354
```

***

Record 2
# C4H12

2 unconnected molecules or ions with the total composition C4H12 at a distorted geometry (ωB97M-V/def2-TZVPD, OMol25).

The energy above the lowest of the compared OMol25 structures with the same formula, charge and spin comes out at 13.2 kcal/mol. Its highest occupied orbital energy is -11.517 eV. The molecular weight is 60.14 g mol⁻¹. Its calculated total energy is -159.563928 hartree. The calculation puts the HOMO-LUMO gap at 12.693 eV. The calculation puts the strongest force on any atom at 1.93 eV/Å. Its structure (SMILES) is CC.CC.

Structure (XYZ):
```
16
C4H12 (ωB97M-V/def2-TZVPD)
C -1.4558 -0.2135 -0.9746
C -1.2880 -1.7208 -1.2504
H -0.5243 0.3433 -1.0135
H -2.2077 0.2665 -1.5931
H -1.8510 -0.1259 0.0456
H -1.6639 -1.8852 -2.2566
H -1.7858 -2.3503 -0.5118
H -0.2619 -2.0376 -1.0534
C 0.9083 1.3971 1.5239
C 1.8518 0.5502 0.6466
H 0.4878 0.8000 2.3345
H 1.5279 2.1582 2.0023
H -0.0242 1.8527 1.1819
H 1.7304 0.7940 -0.4083
H 2.8684 0.7741 0.9364
H 1.5134 -0.4791 0.7080
```

***

Record 3
# C19H31F9OP2Pt

A molecular structure, C19H31F9OP2Pt at a distorted geometry (ωB97M-V/def2-TZVPD, OMol25).

The energy above the lowest of the compared OMol25 structures with the same formula, charge and spin comes out at 8.7 kcal/mol. Its highest occupied orbital energy (spin up / spin down) is -6.514 / -6.433 eV. The molecular weight is 703.46 g mol⁻¹. Its calculated total energy is -2518.274344 hartree. Its spin multiplicity is 3. The calculation puts the HOMO-LUMO gap (spin up / spin down) at 6.312 / 6.066 eV. The calculation puts the strongest force on any atom at 4.92 eV/Å.

Structure (XYZ):
```
63
C19H31F9OP2Pt (ωB97M-V/def2-TZVPD)
P -0.2584 -0.4962 -2.9259
P -2.5105 -1.8107 -0.5127
C -1.5447 -1.7876 -3.1211
C -2.8174 -1.5542 -2.2968
H -1.0426 -2.7466 -2.9043
H -1.7819 -1.8101 -4.1941
H -3.2610 -0.5607 -2.4645
H -3.5799 -2.2948 -2.5776
C -2.8001 -3.6369 -0.4530
H -2.7511 -3.9641 0.5951
H -2.0543 -4.1591 -1.0763
H -3.8129 -3.8201 -0.8647
C -4.1302 -1.2342 0.1601
H -4.8474 -2.0559 0.0477
H -4.5107 -0.3476 -0.3705
H -4.0341 -0.9857 1.2274
C 0.9233 -0.9323 -4.1987
H 1.8008 -0.2798 -4.1424
H 0.4324 -0.8089 -5.1787
H 1.2351 -1.9790 -4.0845
C -1.0836 0.9763 -3.5813
H -2.0403 1.1764 -3.0630
H -1.2958 0.8077 -4.6570
H -0.4275 1.8573 -3.4743
Pt 2.4916 2.2952 0.3359
C -1.4607 -0.2635 2.1453
C -0.5816 -1.2797 2.0675
C -0.0522 -2.1421 0.9491
C 0.7620 -1.7125 -0.2774
C 0.2993 -0.5664 -1.2582
C -0.4299 0.6357 -0.8445
C -1.5771 0.8461 -0.0597
C -1.4419 1.0529 1.4803
C 3.6933 2.8754 -0.8987
H -2.2674 -0.3908 2.8742
H -0.3159 -1.7068 3.0332
H -0.8459 -2.8257 0.6083
H 0.6473 -2.8358 1.4465
H 1.7354 -1.3465 0.0714
H 0.9767 -2.6199 -0.8749
H 1.3173 -0.2070 -1.5995
H 0.2073 1.5601 -0.9852
H -2.2066 -0.0867 -0.1681
H -2.1901 1.6870 -0.4258
H -0.4934 1.5697 1.7164
H -2.2891 1.6559 1.8631
H 3.8601 3.9073 -0.5625
H 3.4000 2.7633 -1.9654
H 4.5778 2.2352 -0.6533
F 1.7152 3.9921 2.1801
C 1.9160 3.1403 3.2451
F 2.6569 3.7806 4.1739
F 0.6971 2.9157 3.7817
C 2.5540 1.7912 2.8716
O 1.7934 1.2336 1.8416
C 4.1006 2.0261 2.6916
F 4.6531 2.0809 3.9239
F 4.6989 1.0005 2.0294
F 4.4576 3.2079 2.0794
C 2.3389 0.7990 4.0560
F 2.4752 1.3594 5.2807
F 1.1054 0.2414 4.0132
F 3.2138 -0.2223 3.9249
```

***

Record 4
# C5H9N2P

C5H9N2P in the gas phase at a distorted geometry (ωB97M-V/def2-TZVPD, OMol25).

The energy above the lowest of the compared OMol25 structures with the same formula, charge and spin comes out at 95.4 kcal/mol. Its highest occupied orbital energy is -7.843 eV. The molecular weight is 128.12 g mol⁻¹. Its calculated total energy is -646.602286 hartree. The calculation puts the HOMO-LUMO gap at 8.759 eV. The calculation puts the strongest force on any atom at 4.49 eV/Å. Its structure (SMILES) is C1NN=[P@H]2[C@@H]1[C@@H]1C[C@@H]12.

Structure (XYZ):
```
17
C5H9N2P (ωB97M-V/def2-TZVPD)
C -1.2688 -1.3108 -0.1304
N -2.5237 -0.4947 -0.1187
N -2.1689 0.8429 0.1366
P -0.6635 1.2281 0.2187
C -0.0746 -0.5512 0.4893
C 1.2243 -0.3934 -0.3193
C 2.0834 0.6491 0.3379
C 1.1226 1.0890 -0.7405
H -1.0049 -1.4945 -1.0681
H -1.4835 -2.1632 0.4722
H -2.8529 -0.4868 -1.0233
H -0.5920 2.1878 1.2194
H 0.1602 -0.8794 1.4665
H 1.7978 -1.1122 -0.9209
H 1.6999 0.8435 1.4146
H 3.1591 0.5698 0.2709
H 1.3855 1.4760 -1.7049
```

***

Record 5
# CH3INOP

CH3INOP in the gas phase at a distorted geometry (ωB97M-V/def2-TZVPD, OMol25).

The energy above the lowest of the compared OMol25 structures with the same formula, charge and spin comes out at 20.6 kcal/mol. Its highest occupied orbital energy is -9.705 eV. The molecular weight is 202.92 g mol⁻¹. Its calculated total energy is -808.913317 hartree. The calculation puts the HOMO-LUMO gap at 9.739 eV. The calculation puts the strongest force on any atom at 7.43 eV/Å. Its structure (SMILES) is O=C(I)NP.

Structure (XYZ):
```
8
CH3INOP (ωB97M-V/def2-TZVPD)
O 0.6024 -1.5874 0.2029
C 0.9345 -0.3231 0.2056
I 3.0315 0.2023 0.1486
N 0.0401 0.6239 0.2706
P -1.7143 0.2072 0.1680
H 0.3930 1.5483 0.1902
H -1.3813 -1.0146 0.1140
H -1.9059 0.3434 -1.2998
```

***

Record 6
# C4N4S

C4N4S in the gas phase at a distorted geometry (ωB97M-V/def2-TZVPD, OMol25).

Its highest occupied orbital energy is -11.044 eV. The molecular weight is 136.14 g mol⁻¹. Its calculated total energy is -769.556325 hartree. The calculation puts the HOMO-LUMO gap at 9.252 eV. The calculation puts the strongest force on any atom at 3.97 eV/Å. Its structure (SMILES) is N#Cc1nnsc1C#N.

Structure (XYZ):
```
9
C4N4S (ωB97M-V/def2-TZVPD)
N -2.6108 -1.5861 0.0164
C -1.5663 -1.1274 -0.0573
C -0.2190 -0.6628 -0.0851
N 0.6896 -1.6102 -0.1030
N 1.8724 -1.2987 -0.0389
S 2.0575 0.3561 0.0524
C 0.3644 0.6751 0.0820
C -0.1491 2.0762 0.1071
N -0.4388 3.1779 0.0264
```